C10H13BrSi | wB97M-V/def2-TZVPD

Each line ends with the Mulliken charge.
Positions of all 25 atoms, in Å:
C: -2.7403 0.1362 -2.1419  -0.56
C: -1.8622 -0.9155 -2.3348  -0.48
C: -2.5390 1.0897 -1.1269  -0.36
C: -0.8032 -1.0226 -1.5214  -0.34
C: -1.3629 1.0558 -0.3601  0.54
C: -0.5688 0.0184 -0.6798  0.43
C: -1.5328 3.1100 1.0440  -1.13
C: -0.8568 2.1062 0.4794  -0.14
C: 2.3433 0.1098 2.0496  -1.08
C: 2.0836 -2.0673 -0.0159  -1.29
Si: 1.7681 -0.2722 0.2336  0.80
Br: 3.1490 0.6597 -1.2202  -0.32
H: -3.7051 0.0355 -2.7060  0.28
H: -2.1244 -1.8376 -2.8768  0.30
H: -3.2125 1.8878 -1.0414  0.35
H: 0.0003 -1.7364 -1.5579  0.25
H: -0.9144 3.7723 1.6593  0.25
H: -2.5240 3.4086 0.9093  0.33
H: 0.2107 1.9644 0.6946  0.05
H: 1.5836 0.6924 2.4083  0.37
H: 2.2808 -0.8892 2.5034  0.33
H: 3.4325 0.5147 2.1929  0.30
H: 1.2317 -2.6594 0.2926  0.36
H: 2.2439 -2.4024 -1.0567  0.37
H: 2.9893 -2.2202 0.5013  0.40

For the orbital gap, the calculation gives 9.345 eV. Its energy relative to the best compared isomer or geometry (same formula, charge and spin) is 187.7 kJ/mol. Its strongest force on any atom is 5.79 eV/Å. As for the HOMO energy: -0.323 Eh.